1.
Formula: C4H6N2
Source: the OMol25 dataset
Level of theory: wB97M-V/def2-TZVPD

**Largest force on an atom**: 5.4 eV/A
**HOMO**: -8.11 eV
**ΔE to the lowest compared entry with this formula, charge and spin**: 95.66 kcal per mole

Bonds (Å) are listed after each position.
Atoms and positions in Å:
1 H -2.596 -1.615 -1.427  N2 0.985
2 N -1.918 -0.915 -1.576  H1 0.985, C3 1.239
3 C -1.124 -0.641 -0.665  N2 1.239, C4 1.744, C6 1.464
4 C 0.196 0.460 -0.374  C3 1.744, C5 1.461, C6 1.332
5 C 1.438 1.161 -0.692  C4 1.461, H8 1.107, H9 1.169, H10 1.079
6 C -0.400 -0.284 0.556  C3 1.464, C4 1.332, N7 1.394
7 N -0.351 -0.512 1.931  C6 1.394, H11 1.017, H12 1.026
8 H 1.917 1.705 0.144  C5 1.107
9 H 1.482 1.606 -1.773  C5 1.169
10 H 2.088 0.326 -0.902  C5 1.079
11 H 0.448 -0.272 2.512  N7 1.017
12 H -1.180 -1.018 2.264  N7 1.026

2.
Formula: C25H29N3O5S
Source: the OMol25 dataset
Level of theory: wB97M-V/def2-TZVPD

**Largest force on an atom**: 0.8 eV/A
**HOMO**: -8.47 eV
**ΔE to the lowest compared entry with this formula, charge and spin**: 0.00 kcal per mole

Bonds (Å) are listed after each position.
Atoms and positions in Å:
1 C -7.069 -0.125 1.478  C2 1.521, H35 1.086, H36 1.087, H37 1.087
2 C -5.582 0.189 1.402  C1 1.521, O3 1.428, H38 1.092, H39 1.095
3 O -4.865 -0.829 0.703  C2 1.428, C4 1.335
4 C -4.873 -0.762 -0.630  O3 1.335, O5 1.201, C6 1.520
5 O -5.521 0.012 -1.282  C4 1.201
6 C -4.097 -1.916 -1.246  C4 1.520, S7 1.810, H40 1.089, H41 1.091
7 S -2.582 -2.299 -0.334  C6 1.810, C8 1.752
8 C -2.008 -0.657 -0.125  S7 1.752, N9 1.285, N18 1.356
9 N -2.744 0.265 -0.635  C8 1.285, C10 1.365
10 C -2.383 1.570 -0.465  N9 1.365, C11 1.399, C15 1.405
11 C -3.185 2.582 -1.002  C10 1.399, C12 1.376, H42 1.079
12 C -2.826 3.898 -0.822  C11 1.376, C13 1.396, H43 1.080
13 C -1.671 4.233 -0.114  C12 1.396, C14 1.376, H44 1.080
14 C -0.874 3.246 0.420  C13 1.376, C15 1.397, H45 1.080
15 C -1.222 1.904 0.253  C10 1.405, C14 1.397, C16 1.456
16 C -0.392 0.847 0.814  C15 1.456, O17 1.214, N18 1.405
17 O 0.627 1.023 1.450  C16 1.214
18 N -0.863 -0.455 0.573  C8 1.356, C16 1.405, C19 1.450
19 C -0.077 -1.564 1.078  N18 1.450, C20 1.536, H46 1.093, H47 1.093
20 C 0.824 -2.202 0.011  C19 1.536, C21 1.529, C34 1.530, H48 1.096
21 C 1.640 -1.134 -0.718  C20 1.529, C22 1.524, H49 1.091, H50 1.094
22 C 2.628 -1.774 -1.686  C21 1.524, C23 1.532, H51 1.092, H52 1.093
23 C 3.602 -2.673 -0.920  C22 1.532, C24 1.531, C33 1.531, H53 1.097
24 C 4.413 -1.879 0.109  C23 1.531, O25 1.212, N26 1.354
25 O 4.491 -2.174 1.282  C24 1.212
26 N 5.080 -0.821 -0.410  C24 1.354, C27 1.451, H54 1.007
27 C 5.699 0.187 0.430  N26 1.451, C28 1.494, H55 1.095, H56 1.093
28 C 5.037 1.514 0.248  C27 1.494, C29 1.365, O32 1.355
29 C 3.806 1.983 0.605  C28 1.365, C30 1.417, H57 1.071
30 C 3.726 3.304 0.099  C29 1.417, C31 1.359, H58 1.070
31 C 4.909 3.539 -0.527  C30 1.359, O32 1.344, H59 1.072
32 O 5.708 2.461 -0.449  C28 1.355, C31 1.344
33 C 2.801 -3.784 -0.236  C23 1.531, C34 1.527, H60 1.090, H61 1.092
34 C 1.747 -3.206 0.705  C20 1.530, C33 1.527, H62 1.090, H63 1.092
35 H -7.570 0.635 2.070  C1 1.086
36 H -7.226 -1.097 1.940  C1 1.087
37 H -7.498 -0.133 0.479  C1 1.087
38 H -5.133 0.216 2.397  C2 1.092
39 H -5.419 1.144 0.893  C2 1.095
40 H -3.850 -1.669 -2.278  C6 1.089
41 H -4.702 -2.823 -1.213  C6 1.091
42 H -4.074 2.298 -1.543  C11 1.079
43 H -3.444 4.682 -1.233  C12 1.080
44 H -1.406 5.272 0.015  C13 1.080
45 H 0.022 3.476 0.976  C14 1.080
46 H 0.549 -1.154 1.875  C19 1.093
47 H -0.756 -2.313 1.495  C19 1.093
48 H 0.199 -2.729 -0.719  C20 1.096
49 H 2.184 -0.534 0.013  C21 1.091
50 H 0.974 -0.465 -1.271  C21 1.094
51 H 3.150 -0.996 -2.247  C22 1.092
52 H 2.084 -2.386 -2.411  C22 1.093
53 H 4.317 -3.121 -1.621  C23 1.097
54 H 4.983 -0.597 -1.387  N26 1.007
55 H 6.761 0.282 0.181  C27 1.095
56 H 5.594 -0.170 1.458  C27 1.093
57 H 3.047 1.470 1.160  C29 1.071
58 H 2.900 3.978 0.194  C30 1.070
59 H 5.293 4.397 -1.043  C31 1.072
60 H 3.476 -4.417 0.340  C33 1.090
61 H 2.322 -4.398 -1.003  C33 1.092
62 H 2.263 -2.709 1.526  C34 1.090
63 H 1.150 -4.018 1.124  C34 1.092